[1]
C4H8O2 | ωB97M-V/def2-TZVPD

```
14
Properties=species:S:1:pos:R:3
C 0.088 -0.885 0.970
C -0.694 0.140 1.301
O -0.409 1.317 0.683
C 0.763 1.093 -0.137
C 1.115 -0.408 -0.031
H 0.006 -1.894 1.351
H -1.529 0.189 1.993
H 0.513 1.394 -1.157
H 1.557 1.745 0.242
H 1.005 -0.909 -0.998
H 2.141 -0.564 0.322
O -1.432 -0.623 -1.837
H -1.695 0.304 -1.795
H -1.431 -0.898 -0.909
```

Computed properties:
E_HOMO = -8.70 eV
Charge = 0
SMILES = C1=COCC1.O

How is the electron density shared among the atoms? According to natural (NBO), the charges in e are: C -0.335; C 0.126; O -0.505; C -0.074; C -0.466; H 0.229; H 0.206; H 0.190; H 0.185; H 0.232; H 0.214; O -0.947; H 0.468; H 0.475



[2]
C4H8O2 | ωB97M-V/def2-TZVPD

```
14
Properties=species:S:1:pos:R:3
C -0.767 -1.619 -0.712
C -1.110 -0.166 -0.618
O -1.226 0.244 0.789
C -0.150 0.984 0.441
C 1.175 0.638 0.809
O 2.205 1.526 0.529
H 0.239 -1.810 -0.300
H -0.766 -1.939 -1.758
H -1.472 -2.248 -0.154
H -1.943 0.214 -1.212
H -0.311 1.996 0.053
H 0.455 0.329 -0.476
H 1.384 -0.287 1.337
H 2.285 2.140 1.271
```

Computed properties:
E_HOMO = -6.97 eV
Charge = 0

How is the electron density shared among the atoms? According to natural (NBO), the charges in e are: C -0.657; C -0.146; O -0.515; C 0.081; C -0.168; O -0.705; H 0.200; H 0.221; H 0.219; H 0.188; H 0.211; H 0.407; H 0.192; H 0.473



[3]
C4H8O2 | ωB97M-V/def2-TZVPD

```
14
Properties=species:S:1:pos:R:3
C 0.083 -1.203 -2.304
C -0.887 -0.678 -1.554
C -0.485 -0.071 -0.272
C -1.403 0.514 0.500
O -1.146 1.135 1.671
H 0.039 -1.601 -3.315
H 1.116 -1.168 -1.947
H -1.927 -0.760 -1.814
H 0.544 0.173 -0.034
H -2.377 0.627 0.022
H -1.723 1.896 1.784
O 2.335 0.391 2.428
H 2.935 1.131 2.269
H 2.898 -0.385 2.567
```

Computed properties:
E_HOMO = -8.01 eV
Charge = 0
SMILES = C=C/C=C/O.O

How is the electron density shared among the atoms? According to natural (NBO), the charges in e are: C -0.400; C -0.207; C -0.319; C 0.157; O -0.671; H 0.196; H 0.183; H 0.204; H 0.225; H 0.149; H 0.480; O -0.936; H 0.468; H 0.469



[4]
C4H8O2 | ωB97M-V/def2-TZVPD

```
14
Properties=species:S:1:pos:R:3
C 2.005 -0.086 -0.113
C 0.604 0.419 -0.234
O 0.403 1.613 -0.387
C -0.482 -0.611 -0.360
C -1.580 -0.168 0.608
O -2.121 1.066 0.225
H 2.126 -1.042 0.410
H 2.201 -0.253 -1.168
H 2.658 0.702 0.265
H -0.859 -0.641 -1.390
H -0.087 -1.602 -0.108
H -1.123 -0.126 1.614
H -2.383 -0.906 0.628
H -1.359 1.636 0.009
```

Computed properties:
E_HOMO = -9.90 eV
Charge = 0
SMILES = CC(=O)CCO

How is the electron density shared among the atoms? According to natural (NBO), the charges in e are: C -0.715; C 0.614; O -0.577; C -0.546; C -0.045; O -0.728; H 0.225; H 0.246; H 0.241; H 0.244; H 0.216; H 0.150; H 0.185; H 0.490



[5]
C4H8O2 | ωB97M-V/def2-TZVPD

```
14
Properties=species:S:1:pos:R:3
C -1.968 0.630 -0.408
O -0.711 1.002 0.115
C 0.287 0.068 0.143
C 1.559 0.686 0.637
C 0.161 -1.212 -0.228
O 1.199 -2.120 -0.281
H -2.608 0.179 0.363
H -1.875 -0.069 -1.245
H -2.437 1.548 -0.769
H 1.394 1.122 1.628
H 1.895 1.494 -0.021
H 2.356 -0.054 0.730
H -0.788 -1.666 -0.490
H 1.975 -1.685 -0.651
```

Computed properties:
E_HOMO = -8.17 eV
Charge = 0
SMILES = CO/C(C)=C/O

How is the electron density shared among the atoms? According to natural (NBO), the charges in e are: C -0.253; O -0.504; C 0.241; C -0.658; C 0.001; O -0.696; H 0.178; H 0.177; H 0.194; H 0.231; H 0.222; H 0.213; H 0.180; H 0.475



[6]
C4H8O2 | ωB97M-V/def2-TZVPD

```
14
Properties=species:S:1:pos:R:3
C -0.937 1.695 0.619
C -1.002 0.193 0.255
C 0.205 0.256 -0.636
O 1.344 0.252 -0.221
H -1.874 2.243 0.547
H -0.451 1.782 1.590
H -0.238 2.158 -0.082
H -0.867 -0.446 1.131
H -1.928 -0.095 -0.246
H -0.037 0.573 -1.671
C 1.450 -2.163 -0.324
O 2.120 -2.363 -1.300
H 0.338 -2.103 -0.339
H 1.877 -1.982 0.677
```

Computed properties:
E_HOMO = -9.72 eV
Charge = 0
SMILES = CCC=O.C=O

How is the electron density shared among the atoms? According to natural (NBO), the charges in e are: C -0.593; C -0.517; C 0.440; O -0.555; H 0.222; H 0.230; H 0.216; H 0.224; H 0.221; H 0.128; C 0.292; O -0.516; H 0.087; H 0.121



Asked for relative energy (zero: lowest compared OMol25 entry of this formula, charge and spin) across the records above, the calculation gives 1.550; 6.512; 2.415; 0.987; 1.940; 2.625 eV in order.
Asked for HOMO-LUMO gap across the records above, the calculation gives 0.3525; 0.2864; 0.3252; 0.3916; 0.3320; 0.3899 Ha in order.